No. 1
The molecule C16H12N2O4. Source: OMol25; level of theory: the ωB97M-V functional and the def2-TZVPD basis.

Computed properties:
- HOMO-LUMO gap: 8.182 eV
- Structure (SMILES): O=c1c([N+](=O)[O-])c(O)c2ccccc2n1Cc1ccccc1
- HOMO level: -9.0 eV
- Charge: 0
- Relative energy (zero: lowest compared OMol25 entry of this formula, charge and spin): 3.071 eV

```
34
Properties=species:S:1:pos:R:3:forces:R:3
O 0.7347 -2.9425 0.7693 0.123 -0.076 0.084
C -0.1115 -2.2007 0.3229 -0.055 -0.114 -0.080
N 0.2625 -1.0303 -0.3418 0.292 -0.138 0.147
C -0.6224 -0.1686 -0.9290 -0.738 0.165 -0.221
C -0.2016 1.0126 -1.5580 0.104 -0.007 -0.032
C -1.1112 1.8462 -2.1667 -0.059 -0.131 0.048
C -2.4719 1.5440 -2.1776 -0.067 0.046 -0.025
C -2.9098 0.3992 -1.5620 0.119 -0.103 0.080
C -2.0014 -0.4636 -0.9314 0.084 0.220 -0.121
C -2.4718 -1.6467 -0.2668 0.163 -0.511 0.402
C -1.5507 -2.4534 0.3872 0.132 0.637 -0.440
N -1.9851 -3.5658 1.1509 0.018 -0.238 0.405
O -1.2506 -4.0893 1.9463 -0.142 -0.061 -0.006
O -3.1584 -3.9385 0.9823 -0.485 -0.250 -0.012
O -3.7667 -1.8749 -0.2890 -0.114 -0.053 0.007
H -3.9350 -2.7453 0.1779 0.398 0.293 -0.146
H -3.9553 0.1360 -1.5440 -0.085 0.008 -0.019
H -3.1710 2.2069 -2.6618 -0.078 0.052 -0.037
H -0.7604 2.7493 -2.6430 0.057 0.073 -0.032
H 0.8388 1.2870 -1.5588 0.085 0.000 0.003
C 1.6911 -0.7522 -0.3819 0.317 -0.174 0.054
C 2.0803 0.4489 0.4405 0.034 0.057 0.016
C 1.4590 0.7039 1.6560 0.037 -0.046 -0.070
C 1.8300 1.7992 2.4149 -0.021 0.007 0.059
C 2.8302 2.6471 1.9708 0.042 0.080 0.040
C 3.4609 2.3932 0.7650 0.067 0.064 0.005
C 3.0858 1.3013 0.0026 -0.058 -0.119 0.032
H 3.5816 1.1058 -0.9382 0.031 -0.016 -0.120
H 4.2456 3.0474 0.4152 0.063 0.062 -0.027
H 3.1202 3.5009 2.5645 0.020 0.076 0.048
H 1.3396 1.9878 3.3582 -0.041 0.018 0.083
H 0.6875 0.0378 2.0138 -0.104 -0.060 0.032
H 2.0119 -0.6377 -1.4212 -0.024 0.020 0.068
H 2.1750 -1.6448 0.0327 -0.116 0.216 -0.225
```
Positions in Å, forces in eV/Å.

***

No. 2
A structure of composition C16H12N2O4S4W. Source: OMol25; level of theory: the ωB97M-V functional and the def2-TZVPD basis.

Computed properties:
- HOMO-LUMO gap: 5.646 eV
- HOMO level: -14.9 eV
- Charge: +2
- Relative energy (zero: lowest compared OMol25 entry of this formula, charge and spin): 0.000 eV

```
39
Properties=species:S:1:pos:R:3:forces:R:3
W -0.6214 0.4312 -1.9441 1.534 -0.275 0.318
S 1.3341 1.2587 -2.8872 -1.142 -0.144 0.096
C 0.0375 1.7078 -4.0407 1.987 -0.311 0.493
C 0.2698 1.4004 -5.4151 1.637 -1.198 0.691
C -0.7005 1.6464 -6.3059 -1.784 0.406 -0.283
C -1.9836 2.0530 -5.8466 -0.125 0.839 -0.501
C -2.2062 2.3249 -4.5318 -0.084 -0.538 0.414
C -1.1704 2.2140 -3.5513 -1.147 -0.054 -0.610
S -1.6117 2.4200 -1.8173 -0.031 0.715 -0.825
H 1.2096 0.8422 -5.7101 -1.083 1.102 0.469
H -0.6295 1.5021 -7.3615 0.536 -0.298 -0.454
H -2.8036 2.2327 -6.5728 0.661 -0.361 0.594
H -3.2072 2.5008 -4.2167 -0.554 0.494 0.312
S 1.7862 0.7282 4.1808 -0.361 0.091 -0.326
C 1.0697 0.5335 2.6454 -1.157 -0.512 0.945
C 0.5285 -0.6949 2.1185 1.634 1.183 0.327
C 0.1978 -0.7691 0.8361 -0.550 1.727 -2.391
N 0.1118 0.3812 -0.0840 0.112 -0.014 3.272
C 0.3642 1.5963 0.6060 0.214 -0.323 -0.315
C 0.7979 1.6937 1.8848 0.896 1.019 -0.066
C 1.5127 -0.8248 5.0023 1.834 -1.121 -1.950
C 0.5017 -0.9948 5.8760 -1.785 1.269 1.725
C 0.4117 -2.2124 6.5466 1.276 -2.473 -2.439
N 1.0830 -3.3212 6.0899 -0.121 2.390 1.062
C 2.0876 -3.1089 5.1941 -1.803 -2.026 1.778
C 2.3692 -1.9245 4.6575 1.679 3.461 -1.739
H 0.6719 -1.6181 2.6227 -0.191 -0.561 0.628
H -0.0333 -1.6984 0.3850 -0.107 -0.544 -0.244
H 0.2194 2.5315 0.0907 -0.034 -0.146 -0.404
H 1.0370 2.7159 2.2874 -0.375 -1.215 -0.440
H -0.2600 -0.2037 6.1238 1.136 -0.707 -0.272
H -0.2855 -2.3966 7.3158 -0.744 -0.053 0.735
H 2.6074 -4.0137 5.0058 0.688 -0.499 -0.582
H 3.2866 -1.7551 3.9555 -1.874 -0.392 1.404
O -2.2969 -2.7937 -3.0599 0.213 0.392 -0.325
S -1.6750 -1.5841 -2.7438 -1.426 -1.767 1.881
O -2.4659 -0.2881 -2.6117 -0.261 0.198 -0.775
O -1.0697 -1.4595 -1.2827 -0.093 -0.004 -0.976
O -0.4750 -1.0528 -3.4416 0.796 0.248 -1.228
```
Positions in Å, forces in eV/Å.

***

No. 3
A structure of composition C16H12N3O5RhS. Source: OMol25; level of theory: the ωB97M-V functional and the def2-TZVPD basis.

Computed properties:
- HOMO-LUMO gap (spin up / spin down): 7.074 / 7.075 eV
- HOMO level (spin up / spin down): -8.3 / -8.3 eV
- Charge: 0
- Relative energy (zero: lowest compared OMol25 entry of this formula, charge and spin): 0.311 eV

```
38
Properties=species:S:1:pos:R:3:forces:R:3
Rh -0.3031 -0.0106 -0.0282 0.059 -0.168 -0.505
N 1.9810 -3.6408 -0.2778 -0.015 -0.007 -0.128
C 1.4441 -2.3982 -0.2536 0.023 -0.067 0.060
S -0.2919 -2.2779 -0.3405 -0.089 -0.070 0.269
N 2.2514 -1.3890 -0.1700 -0.151 0.099 -0.031
N 1.6125 -0.1621 -0.1682 0.197 -0.108 0.143
C 2.3924 0.8632 -0.0349 0.053 -0.017 -0.082
C 2.0388 2.2412 0.0607 -0.043 0.027 0.078
C 3.0677 3.1538 0.3721 -0.048 0.027 -0.012
C 2.8081 4.4929 0.4957 0.063 0.003 0.009
C 1.4992 4.9575 0.2999 -0.064 0.033 -0.002
C 0.4767 4.0996 -0.0200 0.080 -0.003 -0.028
C 0.7213 2.7193 -0.1502 0.022 -0.230 -0.178
O -0.2484 1.9189 -0.5105 -0.223 0.328 0.609
H 1.3858 -4.4432 -0.2049 0.011 0.001 0.034
H 2.9740 -3.7446 -0.1718 -0.002 -0.002 0.029
H 3.4438 0.5976 0.0144 0.022 0.061 0.000
H 4.0716 2.7743 0.5198 0.004 0.000 0.006
H 3.6005 5.1854 0.7425 0.000 -0.003 0.006
H 1.2885 6.0145 0.4059 0.007 0.002 -0.006
H -0.5337 4.4513 -0.1765 -0.005 -0.001 -0.003
O -0.9671 0.3324 3.9199 -0.047 0.028 0.025
C -1.1904 0.2205 2.7378 0.115 -0.133 -0.022
O -0.1858 0.0236 1.9012 0.104 0.162 0.032
C -2.5981 0.2645 2.2134 -0.156 0.049 -0.044
C -3.6178 0.3791 3.1481 0.038 0.006 -0.023
C -4.9616 0.4256 2.7739 -0.006 0.001 0.025
C -5.2379 0.3564 1.4328 -0.072 0.003 -0.023
O -6.4553 0.3818 0.8157 0.021 -0.004 -0.020
C -6.1980 0.2887 -0.5864 0.056 -0.001 0.032
O -4.7806 0.1952 -0.7689 -0.026 -0.002 -0.008
C -4.2400 0.2447 0.4804 0.028 -0.001 0.082
C -2.9264 0.1973 0.8543 0.342 -0.006 0.206
H -3.3339 0.4325 4.1896 0.002 -0.001 -0.003
H -5.7518 0.5124 3.5058 -0.002 0.001 -0.003
H -6.5637 1.1888 -1.0816 -0.019 -0.011 -0.016
H -6.6695 -0.6117 -0.9810 -0.018 0.011 -0.020
H -2.1963 0.1117 0.0485 -0.262 -0.010 -0.489
```
Positions in Å, forces in eV/Å.

***

No. 4
A structure of composition C16H12N4O2PdS. Source: OMol25; level of theory: the ωB97M-V functional and the def2-TZVPD basis.

Computed properties:
- Spin multiplicity: 5
- HOMO-LUMO gap (spin up / spin down): 6.460 / 5.092 eV
- <S²>: 6.07
- HOMO level (spin up / spin down): -13.7 / -14.8 eV
- Charge: +2
- Relative energy (zero: lowest compared OMol25 entry of this formula, charge and spin): 0.172 eV

```
36
Properties=species:S:1:pos:R:3:forces:R:3
Pd -0.1927 -0.2721 -0.2757 0.033 -0.284 -0.186
N 1.4118 -4.1618 -1.4157 0.014 -0.094 -0.059
C 0.2384 -4.0342 -2.1465 -0.039 -0.031 -0.042
C -0.3967 -4.8770 -3.0538 0.091 0.010 0.069
C -1.5714 -4.4056 -3.5938 -0.081 0.052 -0.025
C -2.0974 -3.1458 -3.2484 -0.003 -0.096 -0.055
C -1.4601 -2.3214 -2.3505 0.047 0.043 0.057
C -0.2692 -2.7869 -1.7955 -0.026 -0.020 -0.016
N 0.5910 -2.1701 -0.8604 -0.436 0.252 -0.159
C 1.5401 -3.0371 -0.7012 0.291 -0.118 0.103
C 3.1393 -2.0560 0.8384 0.141 -0.017 0.055
C 4.3165 -2.3139 1.5134 -0.096 -0.133 -0.119
S 5.0562 -1.1769 2.5000 0.108 0.259 0.195
C 3.8939 0.1104 2.3494 -0.053 -0.052 -0.095
N 2.8199 0.1786 1.6709 0.182 0.101 0.165
H 2.0549 -4.9387 -1.4151 0.011 0.011 0.013
H 0.0036 -5.8450 -3.3224 0.007 0.013 0.013
H -2.1073 -5.0196 -4.3046 -0.001 0.014 0.006
H -3.0240 -2.8256 -3.7039 0.006 0.012 0.011
H -1.8730 -1.3531 -2.0933 -0.026 0.033 0.002
H 4.8037 -3.2742 1.4118 -0.062 -0.019 -0.054
H 4.1178 1.0036 2.9249 -0.033 0.011 0.000
O 2.4586 -0.9423 0.8748 -0.145 0.000 -0.072
O 2.6667 -3.0099 0.0858 0.000 -0.137 -0.011
N -1.0534 1.4234 0.1732 0.263 0.210 0.411
C -1.3016 2.5348 0.8113 -0.166 -0.015 -0.170
C -0.6554 2.8043 2.0619 -0.004 -0.090 -0.078
C -0.9303 3.9694 2.7240 -0.031 0.067 0.014
C -1.8358 4.8957 2.1886 0.033 -0.036 0.014
C -2.4743 4.6453 0.9702 -0.012 0.050 0.030
C -2.2247 3.4892 0.2798 -0.011 -0.036 -0.063
H 0.0344 2.0676 2.4517 -0.006 0.038 0.035
H -0.4493 4.1778 3.6700 -0.003 -0.002 -0.003
H -2.0426 5.8111 2.7255 -0.004 -0.003 -0.005
H -3.1721 5.3676 0.5691 0.007 -0.003 0.009
H -2.7101 3.2746 -0.6621 0.003 0.010 0.009
```
Positions in Å, forces in eV/Å.

***

No. 5
A structure of composition C16H13AsN2O6PtS5Se2. Source: OMol25; level of theory: the ωB97M-V functional and the def2-TZVPD basis.

Computed properties:
- Spin multiplicity: 5
- HOMO-LUMO gap (spin up / spin down): 3.966 / 4.047 eV
- <S²>: 6.04
- HOMO level (spin up / spin down): -6.5 / -8.2 eV
- Charge: 0
- Relative energy (zero: lowest compared OMol25 entry of this formula, charge and spin): 0.214 eV

```
46
Properties=species:S:1:pos:R:3:forces:R:3
Pt 0.9936 -1.5404 -1.0596 -1.834 -0.319 1.961
O 1.5623 -0.0452 3.4207 1.283 -1.895 -1.038
As 1.1084 -1.0983 2.0750 0.828 0.721 -0.963
O 2.3852 -2.1024 1.6140 -1.754 0.826 0.649
O 0.5712 -0.1783 0.6366 1.268 -1.082 0.560
C -0.5986 -1.8347 2.6185 -0.006 -0.266 -0.324
C -0.7572 -3.2402 2.6888 0.709 0.008 0.111
C -2.0293 -3.7303 2.6936 -0.850 -0.404 0.176
C -3.1824 -2.8701 2.7483 0.021 -3.852 -0.076
C -3.0364 -1.5787 2.9999 1.000 2.070 -0.494
C -1.7133 -1.0337 2.7471 -1.490 -0.199 1.466
S -1.8374 0.7280 2.7770 3.078 2.931 1.875
O -0.5092 1.2990 2.4128 -0.823 -0.882 0.077
O -2.1480 1.1894 4.1332 -0.585 -1.339 -0.902
O -2.8296 0.9736 1.7804 -1.439 0.223 -1.206
H 0.8955 0.6254 3.3629 -1.341 1.578 0.068
H 0.1284 -3.9138 2.7667 -0.802 0.676 -0.299
H -2.1647 -4.8147 2.7767 -0.122 0.421 -0.302
H -4.1608 -3.3780 2.6503 0.532 0.527 0.441
H -3.9061 -0.9544 3.2764 0.873 -0.114 -0.484
S -1.3668 -1.5102 -0.6888 0.103 0.688 -2.005
S -1.6067 -1.1665 -2.7451 -0.249 -0.054 1.935
S -0.6041 -2.7093 -3.6501 1.237 -1.211 0.300
S 0.9789 -3.3677 -2.4126 -1.185 0.861 -1.329
Se 0.8029 3.1139 -3.3614 0.278 -0.510 0.017
Se 1.3917 1.3637 -1.6264 -1.802 0.063 0.373
C 2.9573 0.3148 -1.8193 1.732 -0.754 0.120
C 4.1419 0.7077 -2.4150 0.204 -1.413 0.053
C 5.1649 -0.2618 -2.4946 0.150 0.912 0.243
C 5.0779 -1.4398 -1.7148 0.645 1.131 -0.410
C 3.9115 -1.7079 -1.0336 -0.275 0.459 -0.423
N 2.8738 -0.8759 -1.2029 0.438 0.743 -0.514
C -0.9459 3.3277 -2.5689 -0.436 0.105 -0.282
C -1.7256 4.4698 -2.7743 0.068 -1.033 1.174
C -2.8240 4.7031 -1.8691 1.027 0.064 -1.058
C -2.8917 3.8985 -0.7488 1.393 -2.244 -0.393
C -2.1659 2.6208 -0.8267 -1.012 1.676 0.089
N -1.3023 2.3065 -1.7684 0.391 0.918 0.175
H 4.2210 1.7077 -2.7785 0.260 0.331 -0.539
H 6.0429 0.0285 -3.1179 -0.551 -0.636 0.855
H 5.9520 -2.0504 -1.5368 -0.083 -0.214 -0.382
H 3.7422 -2.5907 -0.4195 -0.002 0.331 0.013
H -1.4094 5.1955 -3.5050 -0.247 0.147 -0.144
H -3.4898 5.5198 -2.1854 0.305 -0.209 0.939
H -3.3419 4.0316 0.2259 -0.797 0.393 -0.470
H -2.3564 1.8685 -0.0814 -0.136 -0.173 0.370
```
Positions in Å, forces in eV/Å.

***

No. 6
A cluster of 11 separate species, C16H13Cl40SSi in total. Source: OMol25; level of theory: the ωB97M-V functional and the def2-TZVPD basis.

Computed properties:
- HOMO-LUMO gap: 8.524 eV
- HOMO level: -11.9 eV
- Charge: +1

```
71
Properties=species:S:1:pos:R:3:forces:R:3
C -1.2198 -6.7621 0.7014 0.412 -0.093 -0.796
C -1.8720 -6.0908 1.4364 -0.675 0.852 0.810
C -2.8650 -5.3206 2.2005 0.193 -1.398 -0.661
S -2.8580 -3.5251 1.8556 -1.174 0.081 0.607
Si -0.8333 -2.6745 1.6386 3.020 1.578 -0.745
C -1.0920 -0.9454 0.9053 -1.070 -0.966 -0.313
C 0.2938 -3.5845 0.4438 -0.044 -0.023 0.135
C 0.0608 -2.6237 3.3047 -0.860 -1.454 -0.307
H -0.8451 -7.2810 -0.1587 0.472 -0.068 0.513
H -3.8598 -5.6846 1.8900 0.183 0.324 0.047
H -2.8023 -5.5410 3.2737 0.123 0.709 -0.142
H -3.4399 -3.4199 0.6256 0.494 -0.340 0.297
H -0.1744 -0.3489 0.9809 -0.263 -0.117 0.306
H -1.9756 -0.4508 1.3303 0.474 0.261 -0.010
H -1.2924 -1.0821 -0.1725 0.063 0.126 0.317
H 0.5657 -4.5757 0.8231 -0.143 0.116 -0.343
H -0.0634 -3.6083 -0.5946 -0.018 -0.251 0.327
H 1.2312 -2.9968 0.4217 -0.373 -0.017 0.157
H 0.5041 -3.6291 3.4273 -0.074 0.337 0.072
H -0.6236 -2.4756 4.1461 0.395 0.298 -0.066
H 0.8907 -1.9104 3.2633 -0.401 0.086 0.018
C 1.0493 2.3924 -1.0621 0.154 0.219 -0.074
Cl 2.3956 3.1746 -1.8895 -0.068 -0.148 0.046
Cl 1.4048 2.2792 0.6714 -0.164 -0.031 -0.364
Cl -0.4234 3.3417 -1.2980 0.057 -0.084 0.034
Cl 0.8155 0.7640 -1.7265 0.014 0.016 0.013
C -4.9875 -8.0959 -1.2873 -0.035 -0.149 -0.347
Cl -6.1640 -7.4735 -0.1135 0.113 0.010 0.044
Cl -5.1481 -9.8487 -1.4080 0.006 0.150 0.035
Cl -5.2710 -7.3646 -2.8731 0.461 -0.378 0.528
Cl -3.3505 -7.6853 -0.7295 -0.727 -0.131 -0.202
C 3.7325 6.7738 -2.5396 0.009 0.059 -0.037
Cl 4.5227 6.2842 -1.0333 -0.032 0.009 -0.061
Cl 4.2457 5.6986 -3.8499 -0.026 0.008 0.064
Cl 1.9776 6.6657 -2.3453 0.038 0.077 -0.012
Cl 4.1830 8.4375 -2.9277 -0.025 -0.244 0.099
C 5.2075 12.6449 -1.9127 0.106 0.095 0.101
Cl 4.3329 11.6113 -3.0625 0.299 0.082 0.055
Cl 5.9069 11.6366 -0.6389 -0.048 0.010 -0.079
Cl 6.4967 13.5037 -2.7627 -0.084 -0.067 0.024
Cl 4.0941 13.8143 -1.1937 0.467 -0.047 0.196
C -5.6666 -7.7914 -6.9143 0.043 -0.124 -0.066
Cl -5.8319 -9.3749 -6.1453 -0.007 0.100 -0.007
Cl -4.1437 -7.7221 -7.8082 -0.087 0.007 0.061
Cl -7.0160 -7.5282 -8.0253 0.079 0.007 0.069
Cl -5.6767 -6.5318 -5.6663 0.357 0.153 -0.503
C 0.0884 1.5692 4.5486 0.009 0.199 0.066
Cl -0.0260 -0.0225 5.3180 -0.020 0.209 0.104
Cl 1.5908 1.6487 3.6175 -0.017 -0.154 0.406
Cl -1.2922 1.8059 3.4644 0.048 -0.033 0.031
Cl 0.0876 2.8262 5.7855 0.002 -0.114 -0.107
C 0.2831 14.0509 -3.4145 -0.010 -0.045 0.000
Cl 0.4898 15.7265 -2.8839 -0.004 -0.076 -0.018
Cl -1.1134 13.3398 -2.5907 0.054 0.037 -0.035
Cl 0.0169 14.0151 -5.1633 0.008 0.008 0.085
Cl 1.7384 13.1258 -3.0184 -0.789 0.145 -0.369
C 5.4567 -0.3780 2.9264 0.092 -0.014 0.053
Cl 4.6690 -0.9526 4.4052 0.000 0.024 -0.054
Cl 5.3032 -1.6073 1.6607 -0.029 0.044 0.039
Cl 4.6761 1.1176 2.3900 0.064 -0.011 -0.065
Cl 7.1623 -0.0711 3.2495 -0.149 -0.033 -0.011
C -9.5227 -6.2965 -3.6838 -0.162 0.027 -0.058
Cl -10.3679 -4.7730 -3.3751 0.058 -0.071 0.000
Cl -8.2784 -6.5432 -2.4429 -0.441 0.119 -0.130
Cl -10.6766 -7.6338 -3.6296 0.084 0.067 0.011
Cl -8.7618 -6.2361 -5.2792 -0.430 0.020 0.234
C 8.8129 0.0428 6.9845 -0.005 -0.003 0.039
Cl 9.7767 0.4307 5.5517 0.006 0.000 0.064
Cl 7.3078 0.9743 6.9513 0.054 -0.038 -0.007
Cl 8.4356 -1.6859 6.9885 0.000 0.078 -0.023
Cl 9.7283 0.4517 8.4390 -0.056 -0.025 -0.097
```
Positions in Å, forces in eV/Å.